[1]
DFT (wB97M-V/def2-TZVPD) results for a molecular structure, C6H16F18Li2N3O20S6 at a distorted geometry.

Geometry as XYZ:
```
71
C6H16F18Li2N3O20S6, DFT wB97M-V/def2-TZVPD
S 2.81 -7.51 -13.24
S -1.24 -1.58 -19.37
S 9.20 -16.01 -14.26
S 4.33 -9.34 -14.09
S 8.83 -14.85 -16.49
S -1.98 -2.67 -17.24
F 1.85 -10.68 -14.13
F 2.76 -6.70 -10.81
F 11.19 -16.08 -17.36
F -1.50 0.36 -21.14
F 10.01 -14.96 -11.97
F 3.23 -11.32 -15.68
F 11.59 -15.98 -13.20
F -2.90 -5.19 -16.87
F -2.91 -1.19 -21.52
F 0.96 -6.02 -12.03
F -4.42 -3.64 -16.76
F -3.18 0.27 -19.80
F 10.12 -17.09 -11.98
F 9.98 -15.53 -18.91
F 3.40 -12.03 -13.64
F 1.20 -8.16 -11.29
F 11.10 -13.94 -17.76
F -3.08 -3.88 -15.02
O 7.48 -7.65 -10.08
O -0.65 -3.21 -16.96
O 9.49 -17.25 -14.94
O 8.40 -13.52 -16.92
O 1.80 -8.03 -14.16
O -2.27 -1.34 -16.65
O 4.35 -8.53 -15.35
O 3.81 -5.77 -19.21
O 5.71 -13.10 -10.37
O 4.42 -0.76 -7.65
O 5.64 -9.85 -13.85
O 0.51 -16.03 -11.70
O -0.39 -2.33 -20.24
O 3.71 -18.22 -14.21
O 7.79 -15.90 -16.65
O -0.47 -0.68 -18.52
O 1.18 -12.42 -9.86
O 7.78 -15.88 -13.83
O 3.60 -6.37 -13.59
O -0.24 -9.51 -18.18
N -2.48 -2.74 -18.73
N 9.68 -14.73 -14.98
N 3.66 -8.68 -12.60
C 1.83 -7.06 -11.71
C 10.35 -16.01 -12.71
C -2.37 -0.44 -20.50
C 10.36 -15.12 -17.71
C -3.21 -3.96 -16.36
C 3.13 -10.99 -14.42
Li 3.74 -10.58 -10.09
Li 10.55 -11.75 -14.18
H 0.28 -12.37 -9.52
H 3.50 -4.91 -18.92
H 5.21 -0.40 -7.25
H 4.62 -18.04 -13.98
H 6.43 -13.51 -9.89
H 6.53 -7.66 -10.21
H 4.53 -1.71 -7.58
H 7.79 -8.48 -10.44
H 3.86 -6.29 -18.41
H 5.61 -13.63 -11.16
H -0.31 -15.98 -12.18
H -0.33 -10.42 -17.93
H -0.57 -9.02 -17.43
H 3.72 -18.39 -15.15
H 1.24 -13.29 -10.24
H 1.07 -16.59 -12.23
```

E_LUMO in eV: -1.92
HOMO-LUMO gap in eV: 3.586
HOMO energy in Ha: -0.2023
DFT total energy in eV: -166231.0700
Multiplicity: 1
Charge: -1
Energy above the lowest of the compared OMol25 structures with the same formula, charge and spin in kJ/mol: 517.5



[2]
DFT (wB97M-V/def2-TZVPD) results for 6 unconnected molecules or ions with the total composition C6H16F5N2O12S3 at a distorted geometry.

Geometry as XYZ:
```
44
C6H16F5N2O12S3, DFT wB97M-V/def2-TZVPD
S -0.11 0.94 -3.64
S 1.16 -2.46 2.41
S -0.52 -1.22 3.54
F 0.54 0.51 -6.16
F -1.33 0.13 3.22
F 2.36 -2.31 1.37
F -1.25 -0.58 -5.54
F 0.70 -1.31 -4.97
O 0.39 -3.53 1.81
O 2.75 2.60 1.80
O 3.47 4.01 0.20
O -0.16 -1.02 4.92
O 1.97 2.46 -0.30
O -1.63 -2.16 3.39
O 1.86 -2.78 3.62
O 0.81 -2.23 -1.33
O -0.28 -0.02 -2.53
O 1.08 1.78 -3.56
O -1.85 2.47 0.64
O -1.30 1.76 -3.88
N 0.67 -0.97 2.36
N 0.06 0.56 0.12
C -1.04 -3.68 -0.89
C -0.43 3.20 2.41
C -1.82 3.26 1.82
C 0.41 -3.60 -1.40
C 2.74 3.00 0.59
C -0.02 -0.20 -5.17
H -2.05 2.99 -0.14
H -0.43 3.74 3.36
H -0.77 1.07 0.45
H 0.50 -3.87 -2.45
H -1.75 -3.01 -1.38
H 0.89 1.23 0.11
H -1.07 -3.44 0.17
H 0.24 -0.09 0.91
H 1.03 -4.11 -0.66
H -2.09 4.30 1.59
H -1.39 -4.71 -1.04
H 0.16 -1.71 -1.84
H 0.27 3.78 1.80
H -0.04 2.20 2.50
H -2.59 2.96 2.54
H -0.13 0.07 -0.77
```

E_LUMO in eV: 6.51
HOMO-LUMO gap in eV: 3.117
HOMO energy in Ha: 0.1246
DFT total energy in eV: -80121.6281
Multiplicity: 1
Charge: -3



[3]
DFT (wB97M-V/def2-TZVPD) results for a molecular structure, C6H16FO2Rb at a distorted geometry.

Geometry as XYZ:
```
26
C6H16FO2Rb, DFT wB97M-V/def2-TZVPD
Rb -21.80 -13.93 -9.26
F -20.12 -11.77 -6.24
O -22.63 -9.42 -3.94
O -17.67 -13.78 -3.74
C -24.34 -10.98 -3.83
C -24.56 -8.92 -5.26
C -18.45 -12.59 -1.74
C -16.37 -14.13 -1.83
C -24.03 -9.57 -3.92
C -17.75 -13.80 -2.31
H -23.96 -11.59 -3.01
H -19.39 -12.36 -2.25
H -18.73 -12.58 -0.69
H -22.23 -10.16 -4.40
H -24.55 -9.51 -6.17
H -15.66 -13.31 -1.94
H -25.61 -8.69 -5.11
H -24.06 -7.97 -5.44
H -18.43 -13.27 -4.02
H -17.93 -11.64 -1.93
H -16.34 -14.27 -0.75
H -15.99 -15.02 -2.33
H -24.07 -11.53 -4.73
H -24.35 -9.06 -3.01
H -25.42 -11.12 -3.76
H -18.46 -14.61 -2.13
```

E_LUMO in eV: -1.69
HOMO-LUMO gap in eV: 5.420
HOMO energy in Ha: -0.2612
DFT total energy in eV: -13946.8302
Multiplicity: 1
Charge: 0
Energy above the lowest of the compared OMol25 structures with the same formula, charge and spin in kJ/mol: 311.2



[4]
DFT (wB97M-V/def2-TZVPD) results for a molecular structure, C6H16GdNOP at a distorted geometry.

Geometry as XYZ:
```
26
C6H16GdNOP, DFT wB97M-V/def2-TZVPD
Gd -0.02 0.25 0.68
P 0.14 0.06 -1.95
O -2.92 -1.25 0.77
N -0.01 0.03 2.80
C -1.42 -0.33 -2.70
C 0.00 0.00 5.36
C -1.90 -0.85 0.71
C 1.41 -0.98 -2.59
C 0.55 1.77 -2.41
C 0.00 0.00 3.97
H 1.42 -0.81 -3.66
H 0.82 -1.47 0.35
H 0.00 1.02 5.73
H -1.26 -0.22 -3.77
H -0.78 1.84 0.35
H -2.22 0.33 -2.35
H 0.89 -0.51 5.73
H 1.17 -2.03 -2.37
H 2.38 -0.74 -2.15
H 0.83 -1.36 1.26
H -0.23 2.47 -2.07
H -1.70 -1.37 -2.46
H -0.89 -0.51 5.73
H 1.65 0.82 0.50
H 0.60 1.76 -3.49
H 1.50 2.07 -1.97
```

E_LUMO (spin up / spin down) in eV: -4.22 / -4.08
HOMO-LUMO gap (spin up / spin down) in eV: 7.567 / 7.198
HOMO energy (spin up / spin down) in Ha: -0.4330 / -0.4146
DFT total energy in eV: -40127.6359
Multiplicity: 8
Charge: +1



[5]
DFT (wB97M-V/def2-TZVPD) results for 3 unconnected molecules or ions with the total composition C6H16N at a distorted geometry.

Geometry as XYZ:
```
23
C6H16N, DFT wB97M-V/def2-TZVPD
N 0.51 0.49 4.28
C 0.26 0.34 -1.33
C -2.03 0.00 -2.45
C -0.55 1.12 0.96
C 1.53 -1.49 -0.16
C -0.63 -0.55 -2.15
C 1.17 -0.07 -0.43
H -0.19 1.04 3.78
H 1.92 0.66 -0.15
H -0.88 -1.33 -1.41
H -2.64 -0.83 -2.80
H -0.18 -0.96 -3.07
H 0.16 1.40 -1.60
H 0.03 -0.16 4.89
H -1.99 0.91 -3.04
H 0.26 1.50 1.60
H 0.93 1.10 4.99
H -2.31 0.49 -1.50
H 2.22 -1.85 -0.92
H 2.26 -1.39 0.73
H -1.08 0.22 1.21
H -1.07 1.96 0.56
H 0.78 -2.16 0.24
```

E_LUMO (spin up / spin down) in eV: 1.12 / 0.82
HOMO-LUMO gap (spin up / spin down) in eV: 7.880 / 10.049
HOMO energy (spin up / spin down) in Ha: -0.2483 / -0.3392
DFT total energy in eV: -7967.5361
Multiplicity: 2
Charge: 0
Energy above the lowest of the compared OMol25 structures with the same formula, charge and spin in kJ/mol: 216.0



[6]
DFT (wB97M-V/def2-TZVPD) results for 2 unconnected molecules or ions with the total composition C6H16N at a distorted geometry.

Geometry as XYZ:
```
23
C6H16N, DFT wB97M-V/def2-TZVPD
N -3.02 -1.09 0.84
C 1.59 -0.20 -1.17
C 0.94 2.69 -0.26
C 0.34 0.19 -0.33
C 0.69 1.43 0.55
C -0.38 -2.25 0.05
C -0.06 -0.92 0.53
H -0.50 0.48 -0.96
H -2.10 -0.82 0.53
H 0.92 3.59 0.33
H 1.56 1.17 1.16
H -0.22 1.62 1.11
H -0.96 -2.80 0.80
H 1.51 -1.13 -1.74
H -0.94 -2.34 -0.87
H 2.45 -0.22 -0.50
H 1.73 0.64 -1.84
H 0.55 -0.96 1.44
H 1.96 2.71 -0.67
H -3.79 -0.67 0.34
H 0.33 2.73 -1.16
H -3.21 -1.09 1.82
H 0.60 -2.75 -0.01
```

E_LUMO in eV: -7.04
HOMO-LUMO gap in eV: 6.890
HOMO energy in Ha: -0.5120
DFT total energy in eV: -7962.2103
Multiplicity: 1
Charge: +1
Energy above the lowest of the compared OMol25 structures with the same formula, charge and spin in kJ/mol: 310.9



[7]
DFT (wB97M-V/def2-TZVPD) results for a gas-phase ion, C6H16N (charge +1) at a distorted geometry.

Geometry as XYZ:
```
23
C6H16N, DFT wB97M-V/def2-TZVPD
N 0.68 -1.20 1.70
C 0.36 0.28 -2.60
C 0.45 -0.48 -1.29
C -0.15 0.47 -0.15
C 0.76 1.64 -0.08
C -1.85 -0.77 1.37
C -0.43 -0.16 1.35
H -0.06 -1.45 -1.24
H -2.30 -0.94 2.44
H -0.75 0.49 -2.74
H 1.84 1.65 0.25
H -0.44 0.72 2.08
H 0.24 2.38 0.47
H -1.10 0.85 -0.63
H 0.86 1.28 -2.65
H -2.60 0.11 1.03
H 0.96 2.13 -1.06
H 0.32 -2.06 1.59
H 1.44 -1.10 1.00
H 1.14 -0.13 -3.36
H -1.93 -1.60 0.85
H 1.18 -1.13 2.56
H 1.37 -0.96 -0.88
```

E_LUMO in eV: -3.50
HOMO-LUMO gap in eV: 10.834
HOMO energy in Ha: -0.5268
DFT total energy in eV: -7962.7514
Multiplicity: 1
Charge: +1
Energy above the lowest of the compared OMol25 structures with the same formula, charge and spin in kJ/mol: 258.7



[8]
DFT (wB97M-V/def2-TZVPD) results for a gas-phase ion, C6H16N (charge +1) at a distorted geometry.

Geometry as XYZ:
```
23
C6H16N, DFT wB97M-V/def2-TZVPD
N 0.45 -0.62 -1.58
C -2.06 0.55 0.03
C -1.13 -1.40 1.37
C -1.09 0.09 1.08
C 2.32 0.93 -0.86
C 1.17 0.00 -0.38
C 0.31 0.63 0.73
H 0.18 1.69 0.37
H 1.96 1.74 -1.52
H -2.03 -1.63 1.98
H -1.11 -1.99 0.44
H 1.67 -0.85 0.04
H 2.73 1.32 0.09
H -1.29 0.57 2.10
H -1.87 0.18 -0.98
H 1.05 0.65 1.53
H -3.03 0.16 0.34
H 3.07 0.36 -1.41
H 1.17 -1.07 -2.15
H -0.29 -1.24 -1.24
H -2.19 1.64 -0.04
H -0.33 -1.75 2.01
H 0.01 0.09 -2.17
```

E_LUMO in eV: -3.42
HOMO-LUMO gap in eV: 11.721
HOMO energy in Ha: -0.5563
DFT total energy in eV: -7965.0236
Multiplicity: 1
Charge: +1
Energy above the lowest of the compared OMol25 structures with the same formula, charge and spin in kJ/mol: 39.4